Record 1
{"formula": "C19H18NOSV", "method": "ωB97M-V with the def2-TZVPD basis set", "elements": ["C", "C", "C", "H", "C", "C", "H", "H", "H", "H", "C", "C", "C", "H", "C", "C", "H", "H", "H", "H", "V", "O", "C", "C", "H", "H", "H", "H", "C", "C", "C", "H", "C", "H", "C", "H", "C", "H", "S", "C", "N"], "coordinates": [[1.10848, 2.40899, 0.41775], [2.35074, 1.71884, 0.18579], [2.17481, 0.86493, -0.95557], [3.28905, 1.84856, 0.72528], [0.86787, 1.11185, -1.48733], [0.19624, 2.03287, -0.63139], [-0.81721, 2.40366, -0.78459], [0.91436, 3.15060, 1.18973], [2.91660, 0.18886, -1.38182], [0.53049, 0.80182, -2.46874], [-0.64621, -1.74408, 1.26840], [-0.37424, -0.91814, 2.39415], [-0.95209, 0.38787, 2.14372], [0.03684, -1.26351, 3.34263], [-1.62687, 0.32600, 0.88349], [-1.47664, -1.01040, 0.35262], [-2.18953, -1.45911, -0.32634], [-0.36557, -2.78592, 1.14514], [-0.97138, 1.21576, 2.85056], [-2.27765, 1.08202, 0.45439], [0.72276, 0.32870, 0.60823], [-0.57106, -1.01773, -1.60684], [0.23429, -2.00382, -2.16694], [-0.21682, -1.71965, -3.55216], [1.31216, -1.80380, -2.08850], [-0.02526, -3.03174, -1.89384], [0.26886, -0.89119, -4.07809], [-1.13954, -1.20173, -5.95047], [-1.74726, -1.95494, -5.43037], [-1.37940, -2.28419, -4.09483], [-2.20919, -3.20365, -3.36611], [-1.98013, -3.38944, -2.31184], [-3.25109, -3.85197, -4.00664], [-3.83573, -4.59309, -3.45479], [-3.53948, -3.57424, -5.35233], [-4.34166, -4.11441, -5.85352], [-2.80392, -2.59741, -6.04921], [-3.04709, -2.36071, -7.08686], [2.31038, -0.00275, 2.48373], [1.86573, 1.30919, 3.42475], [1.59179, 2.22755, 4.11507]], "mulliken_charge": [-0.456, -0.547, -0.590, 0.602, 0.369, -0.769, 0.539, 0.484, 0.463, 0.438, -0.643, -0.534, -0.602, 0.589, -0.936, 0.439, 0.447, 0.479, 0.504, 0.597, 0.215, -0.423, -0.413, -0.485, 0.176, 0.482, 0.294, 0.355, -0.427, 1.038, -0.095, 0.177, -0.765, 0.385, -0.294, 0.393, -0.635, 0.381, -0.341, 0.630, -0.523], "mol_weight_g_mol": 359.37, "spin_multiplicity": 2, "e_tot_ev": -60044.0612, "charge": 1, "lumo_energy_ev": [-5.1, -4.9]}


Record 2
{"formula": "C20H66O20", "method": "ωB97M-V with the def2-TZVPD basis set", "elements": ["C", "C", "O", "O", "H", "H", "H", "H", "H", "H", "C", "C", "O", "O", "H", "H", "H", "H", "H", "H", "C", "C", "O", "O", "H", "H", "H", "H", "H", "H", "C", "C", "O", "O", "H", "H", "H", "H", "H", "H", "C", "C", "O", "O", "H", "H", "H", "H", "H", "H", "C", "C", "O", "O", "H", "H", "H", "H", "H", "H", "C", "C", "O", "O", "H", "H", "H", "H", "H", "H", "C", "O", "H", "H", "H", "H", "C", "O", "H", "H", "H", "H", "C", "O", "H", "H", "H", "H", "C", "O", "H", "H", "H", "H", "C", "O", "H", "H", "H", "H", "C", "O", "H", "H", "H", "H"], "coordinates": [[-4.70602, 1.46976, -4.59080], [-4.43290, 1.76427, -3.13919], [-5.06833, 2.96401, -2.65872], [-4.09128, 2.41842, -5.45321], [-5.77630, 1.40542, -4.82316], [-4.30745, 0.47608, -4.80933], [-3.35814, 1.90826, -2.98136], [-4.70772, 0.95627, -2.46032], [-4.48556, 3.69136, -2.89243], [-4.15569, 3.26734, -5.00355], [-0.89432, 3.87894, -1.60552], [-0.14369, 3.91333, -0.30023], [1.16148, 3.35975, -0.45684], [-1.00543, 2.56792, -2.20421], [-0.32845, 4.44714, -2.34970], [-1.88256, 4.34461, -1.55526], [-0.60717, 3.35473, 0.51708], [-0.00990, 4.95567, -0.01398], [1.10233, 2.42336, -0.74824], [-0.54944, 2.62312, -3.04438], [5.60782, -2.20374, 1.02246], [4.19275, -2.10236, 1.54225], [4.14799, -1.39708, 2.79135], [6.27046, -3.35236, 1.54819], [6.14834, -1.29388, 1.28941], [5.57207, -2.30962, -0.05841], [3.75003, -3.09503, 1.69668], [3.50714, -1.58476, 0.86193], [3.20364, -1.19274, 2.91963], [6.21369, -3.29572, 2.50797], [5.19028, 0.12019, -2.87972], [3.68609, 0.01527, -3.11793], [3.11815, -0.89874, -2.18237], [5.42797, 0.71048, -1.61509], [5.65798, 0.74922, -3.64154], [5.70204, -0.85018, -2.91671], [3.53442, -0.30727, -4.15176], [3.30796, 1.02299, -2.95086], [3.61172, -1.72276, -2.23380], [4.61595, 0.71051, -1.08792], [1.65609, -1.45928, 5.76823], [1.29880, -0.38871, 4.76605], [1.41261, -0.92440, 3.44035], [0.70352, -2.52061, 5.80099], [1.84530, -1.02464, 6.75488], [2.59493, -1.93894, 5.47702], [2.00229, 0.43922, 4.87643], [0.29742, 0.03861, 4.86054], [0.52973, -1.33028, 3.30063], [1.12831, -3.36120, 5.63419], [0.47993, -0.27867, -0.07769], [-0.72027, 0.38630, 0.53271], [-1.75191, 0.55665, -0.44095], [1.13384, 0.63919, -0.97716], [0.17094, -1.18169, -0.61104], [1.21368, -0.53170, 0.69135], [-0.51762, 1.34069, 1.02617], [-0.98745, -0.31637, 1.33173], [-1.36843, 1.14603, -1.11520], [1.92836, 0.19429, -1.31037], [-0.20288, -1.10479, -3.78509], [-1.55751, -0.46656, -3.58620], [-2.57618, -1.17494, -4.27918], [-0.19130, -2.52102, -3.59017], [0.51935, -0.64542, -3.09697], [0.19049, -0.86959, -4.78144], [-1.49002, 0.59702, -3.79146], [-1.81071, -0.62302, -2.52910], [-2.66236, -2.04057, -3.87052], [0.44835, -2.87059, -4.21271], [4.35545, 1.99657, 1.65380], [3.61541, 1.74097, 0.46661], [3.79296, 1.82480, 2.57415], [5.21286, 1.32617, 1.65139], [4.71227, 3.03096, 1.62833], [2.78128, 2.22452, 0.53251], [-3.93917, -1.89341, -0.86889], [-4.94451, -2.73105, -1.42767], [-3.87134, -0.92426, -1.37001], [-4.17529, -1.68888, 0.17949], [-2.98453, -2.40148, -0.97479], [-5.77413, -2.24782, -1.45289], [-0.13047, -4.15958, -0.55007], [-1.19031, -3.90482, 0.37521], [0.78363, -3.74799, -0.11539], [0.04653, -5.22935, -0.65799], [-0.27103, -3.61620, -1.48587], [-1.97876, -4.35551, 0.05797], [-1.62140, 2.27654, 3.97011], [-1.19473, 2.52279, 5.29577], [-1.12219, 2.93250, 3.25790], [-1.44157, 1.27839, 3.55292], [-2.70048, 2.43848, 3.91521], [-1.67648, 1.95344, 5.90017], [-1.74982, -2.47745, 3.45385], [-0.97569, -1.89809, 2.40624], [-1.47713, -1.99247, 4.39084], [-2.82416, -2.39996, 3.29194], [-1.43080, -3.51173, 3.60501], [-1.01584, -2.45368, 1.60936], [-4.30928, 2.71973, 0.71256], [-3.98810, 1.41181, 1.15381], [-4.07517, 3.45549, 1.48943], [-3.70415, 2.95471, -0.16967], [-5.36246, 2.77958, 0.42917], [-3.30869, 1.08910, 0.54305]], "mulliken_charge": [-0.376, 0.129, -0.556, -0.537, 0.296, 0.211, 0.099, 0.122, 0.385, 0.319, -0.766, -0.032, -0.619, -0.457, 0.448, 0.326, -0.159, 0.459, 0.308, 0.190, -0.465, 0.924, -0.530, -0.586, 0.269, 0.164, 0.333, -0.695, 0.337, 0.341, -0.488, -0.414, -0.501, -0.514, 0.381, 0.271, 0.422, 0.199, 0.303, 0.326, -0.482, -0.322, -0.260, -0.517, 0.343, 0.243, 0.369, 0.210, 0.134, 0.307, 0.630, -0.677, 1.548, 0.105, -0.052, -0.178, -0.265, 0.536, -0.707, -0.292, -0.431, 0.397, -0.600, -0.532, -0.040, 0.643, 0.234, -0.357, 0.400, 0.271, -0.596, -0.282, 0.166, 0.158, 0.302, 0.272, 0.305, -0.596, -0.290, 0.400, -0.233, 0.323, -0.286, -0.553, 0.078, 0.398, 0.067, 0.267, -0.040, -0.552, 0.062, -0.116, 0.316, 0.322, -0.859, -0.248, 0.237, 0.318, 0.282, 0.105, -0.378, -0.554, 0.238, -0.050, 0.281, 0.212], "de_lowest_kcal_mol": 14.9, "mol_weight_g_mol": 626.73, "e_tot_ev": -62754.8707, "charge": 0, "lumo_energy_ev": 0.1}


Record 3
{"formula": "C17H12Cl4N2O3", "method": "ωB97M-V with the def2-TZVPD basis set", "elements": ["Cl", "C", "C", "Cl", "C", "O", "C", "Cl", "C", "Cl", "C", "O", "C", "O", "C", "C", "C", "C", "N", "C", "N", "C", "C", "C", "C", "C", "H", "H", "H", "H", "H", "H", "H", "H", "H", "H", "H", "H"], "coordinates": [[-3.39028, -1.85503, -1.51773], [-2.78790, -1.56209, 0.06674], [-2.37947, -2.58698, 0.91080], [-2.38536, -4.22355, 0.41792], [-1.89194, -2.28790, 2.29315], [-1.39289, -3.15964, 3.00566], [-2.08257, -0.88058, 2.74704], [-1.74231, -0.51032, 4.37801], [-2.48756, 0.08975, 1.85400], [-2.71421, 1.74548, 2.32975], [-2.68156, -0.25185, 0.52634], [-3.00924, 0.81604, -0.29691], [-8.86836, 3.09415, -2.70312], [-7.98581, 3.41243, -1.61948], [-6.64881, 3.37834, -1.84556], [-5.83738, 3.57656, -0.69527], [-4.49734, 3.25986, -0.75197], [-3.97138, 2.83750, -1.97294], [-2.66343, 2.29964, -1.96277], [-2.15619, 1.53185, -0.96812], [-0.83349, 1.30964, -1.13699], [0.29672, 1.46878, -0.20308], [-0.59880, 1.67280, -2.48083], [-1.73604, 2.18435, -2.99996], [-4.69573, 2.82150, -3.15038], [-6.06582, 3.06874, -3.09604], [-9.85227, 3.33249, -2.30065], [-8.67026, 3.70660, -3.59604], [-8.81619, 2.02481, -2.95632], [-6.28718, 3.92617, 0.23121], [-3.85877, 3.39262, 0.12157], [0.00580, 1.29569, 0.83739], [1.04826, 0.73138, -0.50792], [0.71578, 2.48533, -0.32278], [0.39959, 1.59555, -2.88067], [-1.97694, 2.44770, -4.02072], [-4.21653, 2.57042, -4.09308], [-6.67692, 2.96052, -3.98915]], "mulliken_charge": [-0.202, -0.168, 0.618, -0.187, -0.199, -0.765, 0.441, -0.195, 0.265, -0.165, -0.172, -0.203, -0.815, -0.403, 0.790, -0.695, -0.091, 0.771, 0.362, 0.103, 0.310, -0.841, -0.903, -0.181, -0.920, -0.623, 0.245, 0.323, 0.348, 0.431, 0.340, 0.323, 0.332, 0.326, 0.473, 0.399, 0.228, 0.297], "de_lowest_kcal_mol": 36.9, "mol_weight_g_mol": 434.11, "e_tot_ev": -77032.7659, "charge": 0, "lumo_energy_ev": -0.7}


Record 4
{"formula": "C37H31Cl3FeGeP2Si", "method": "ωB97M-V with the def2-TZVPD basis set", "elements": ["Fe", "C", "Si", "C", "C", "C", "C", "C", "C", "P", "C", "C", "C", "C", "C", "C", "C", "C", "C", "C", "C", "C", "C", "C", "C", "C", "C", "C", "P", "C", "C", "C", "C", "C", "C", "C", "C", "C", "C", "C", "C", "H", "H", "H", "H", "H", "H", "H", "H", "H", "H", "H", "H", "H", "H", "H", "H", "H", "H", "H", "H", "H", "H", "H", "H", "H", "H", "H", "H", "H", "H", "H", "Cl", "Ge", "Cl", "Cl"], "coordinates": [[2.52231, -1.38470, -0.27712], [-0.33326, 1.44460, 3.02334], [0.82932, 0.74426, 1.76839], [2.01001, 2.09208, 1.22207], [2.21635, 3.16290, 2.10103], [2.99448, 4.25529, 1.74023], [3.55843, 4.30820, 0.47543], [3.35846, 3.26560, -0.41789], [2.60113, 2.15659, -0.05074], [2.29059, 0.81461, -1.24712], [3.65861, 0.89056, -2.44504], [3.41362, 0.73339, -3.80577], [4.47006, 0.71115, -4.70613], [5.77394, 0.84572, -4.25371], [6.02282, 0.99614, -2.89586], [4.97201, 1.01225, -1.99366], [0.78499, 1.24865, -2.13787], [0.29335, 2.54756, -2.20417], [-0.84775, 2.81573, -2.94890], [-1.49794, 1.79373, -3.62739], [-1.02016, 0.49128, -3.54966], [0.11264, 0.22017, -2.79836], [1.75746, -0.76227, 2.47644], [2.63881, -0.56816, 3.54435], [3.30513, -1.63627, 4.12708], [3.12076, -2.92526, 3.64360], [2.25679, -3.15258, 2.58462], [1.56662, -2.08433, 2.01209], [0.34281, -2.26267, 0.64168], [-1.24079, -1.96483, 1.49940], [-2.38504, -1.92056, 0.70049], [-3.63728, -1.80633, 1.27936], [-3.75800, -1.73583, 2.66302], [-2.62425, -1.77662, 3.45890], [-1.36376, -1.88879, 2.88086], [0.21289, -4.03642, 0.27474], [-0.20243, -4.95161, 1.24638], [-0.33886, -6.29118, 0.92925], [-0.07904, -6.72973, -0.36732], [0.31137, -5.82756, -1.34291], [0.45474, -4.48198, -1.02004], [0.15874, 1.51413, 3.99990], [-1.21316, 0.81138, 3.13490], [-0.65826, 2.44239, 2.72460], [1.76047, 3.15122, 3.08426], [3.14739, 5.06530, 2.44187], [4.15171, 5.16319, 0.17885], [3.80050, 3.31960, -1.40501], [2.40084, 0.63815, -4.17641], [4.27016, 0.59482, -5.76302], [6.59589, 0.83422, -4.95731], [7.03831, 1.09085, -2.53471], [5.18306, 1.11966, -0.93661], [0.79192, 3.35169, -1.67622], [-1.22908, 3.82717, -2.99786], [-2.38081, 2.01112, -4.21443], [-1.53114, -0.30979, -4.06736], [0.47401, -0.80137, -2.72396], [2.81636, 0.43229, 3.92580], [3.97982, -1.46239, 4.95571], [3.65414, -3.75291, 4.09321], [2.12787, -4.15574, 2.19686], [-2.29811, -1.97927, -0.37910], [-4.51855, -1.77426, 0.65258], [-4.73662, -1.65329, 3.11736], [-2.71460, -1.72374, 4.53613], [-0.48946, -1.92301, 3.51894], [-0.43487, -4.61148, 2.24949], [-0.65860, -6.99457, 1.68678], [-0.19588, -7.77675, -0.61602], [0.50161, -6.16484, -2.35320], [0.75080, -3.77965, -1.78923], [3.39484, -2.80787, -1.88360], [5.36829, -3.29128, -0.39530], [6.84740, -2.30185, -1.65214], [4.64049, -1.26870, 0.79204]], "mulliken_charge": [0.502, -1.266, 0.531, 0.469, -0.520, -0.834, -0.875, -0.281, -0.254, 1.485, 0.448, -0.424, -0.689, -0.593, -0.925, -0.194, 0.455, -0.461, -0.707, -0.578, -0.746, -0.375, 1.197, -0.655, -0.887, -0.808, -1.158, -0.517, 1.416, 1.039, -0.834, -0.570, -0.591, -0.626, -0.290, 0.403, -0.311, -0.789, -0.500, -0.783, -0.348, 0.407, 0.343, 0.387, 0.375, 0.434, 0.447, 0.536, 0.362, 0.446, 0.413, 0.475, 0.450, 0.423, 0.432, 0.413, 0.468, 0.446, 0.462, 0.410, 0.436, 0.561, 0.386, 0.430, 0.412, 0.442, 0.354, 0.457, 0.423, 0.401, 0.443, 0.235, -0.424, 0.515, -0.308, -0.450], "mol_weight_g_mol": 800.50, "spin_multiplicity": 6, "e_tot_ev": -193796.4127, "charge": 1, "lumo_energy_ev": [-2.4, -3.9]}